Entry from the OMol25 dataset: a structure of composition C34H72CrF5O9P3Te (ωB97M-V with the def2-TZVPD basis set).

LUMO (alpha / beta), Ha: 0.0197 / 0.0196
Orbital gap (alpha / beta), eV: 8.524 / 9.579
Multiplicity: 5

XYZ file:
```
125
Properties=species:S:1:pos:R:3:forces:R:3
Cr 0.37094 -0.24541 -0.39604 -0.601 0.757 -0.024
C 0.47122 1.21426 5.71018 0.054 -0.032 0.060
C 0.58074 1.68396 4.28426 -0.118 0.030 -0.121
O -0.74882 1.63088 3.67022 0.077 0.212 -0.016
P -1.05784 0.65178 2.50216 0.688 -1.145 0.227
O -2.42341 1.08981 1.86723 0.141 0.346 -0.077
C -3.03802 2.40298 2.05394 0.060 -0.122 -0.082
C -4.22676 2.24797 2.96708 -0.058 0.051 0.017
O -1.52073 -0.69911 3.20406 -0.242 -0.225 -0.100
C -2.84308 -1.14327 3.53058 0.022 0.070 0.079
C -3.00112 -1.18467 5.03300 -0.049 -0.008 0.065
H 1.46218 1.22065 6.16740 -0.008 0.021 0.003
H 0.09871 0.19082 5.73870 0.008 -0.007 -0.009
H -0.18473 1.85848 6.29608 -0.019 0.004 -0.022
H 1.25637 1.05556 3.70705 0.001 0.005 -0.002
H 0.89323 2.72188 4.18890 0.036 -0.002 0.037
H -3.32232 2.74002 1.05768 -0.028 -0.025 -0.003
H -2.29338 3.08674 2.44516 0.031 0.014 0.019
H -4.92289 1.49912 2.58821 0.003 0.010 -0.019
H -4.75681 3.19950 3.03438 0.012 -0.004 0.013
H -3.91180 1.96220 3.97163 0.010 -0.010 -0.005
H -2.95103 -2.13420 3.08728 0.042 -0.015 0.023
H -3.57709 -0.48926 3.06284 0.001 -0.026 0.019
H -2.18107 -1.74113 5.48655 0.004 -0.016 -0.023
H -3.93818 -1.67462 5.30275 -0.012 0.027 -0.021
H -3.00459 -0.17780 5.45332 0.023 0.002 -0.004
F 2.22565 -1.32837 1.73256 -0.030 0.037 0.078
Te 0.64256 -2.28884 2.07831 0.834 -0.364 0.115
F 1.65138 -3.76082 2.67080 -0.078 -0.203 0.097
F -0.95481 -1.57370 0.05053 0.160 -0.055 -0.113
F 1.02680 -1.63236 3.86918 -0.108 0.051 0.124
F 1.17292 -2.96851 0.32664 -0.015 -0.152 -0.045
O 0.17863 0.12866 1.76305 -1.190 0.553 -0.051
C 3.80212 1.47798 1.44422 0.043 -0.044 -0.002
C 3.39394 2.93558 1.32081 -0.216 -0.026 -0.027
C 3.93644 3.75534 2.47814 0.066 0.005 0.055
C 3.83421 3.52202 -0.01177 0.092 0.022 -0.039
O 1.94052 3.02496 1.47997 0.231 0.105 0.137
P 0.83613 2.71547 0.39024 -0.300 -0.329 -0.099
O -0.46319 2.55318 1.11736 0.048 0.408 -0.160
O 1.27470 1.56075 -0.49342 0.116 -0.034 0.003
O 0.78473 3.95870 -0.59153 0.199 0.139 -0.209
C 0.20521 5.26761 -0.33386 0.017 -0.132 0.035
C -1.30121 5.16627 -0.51359 -0.058 0.066 -0.023
C 0.56544 5.76470 1.05807 -0.014 0.039 0.066
C 0.81769 6.16364 -1.39744 0.014 0.038 -0.016
H 4.88786 1.39468 1.36174 -0.006 -0.018 0.017
H 3.34328 0.88068 0.65955 0.006 0.028 -0.027
H 3.49289 1.06053 2.40303 -0.009 0.029 0.010
H 5.01923 3.64065 2.54674 0.002 0.014 -0.026
H 3.49586 3.41444 3.41557 0.008 -0.018 -0.005
H 3.70717 4.81399 2.34935 -0.033 -0.003 0.002
H 4.92160 3.45289 -0.08099 -0.005 0.027 -0.004
H 3.55003 4.57200 -0.09423 -0.019 -0.007 0.012
H 3.40380 2.97874 -0.85316 -0.017 -0.037 0.024
H -1.73338 4.51168 0.24068 0.021 -0.013 0.030
H -1.53616 4.76408 -1.50031 0.011 0.004 0.002
H -1.74712 6.15912 -0.42486 -0.021 -0.016 -0.006
H 0.15980 5.11307 1.83262 -0.014 -0.022 -0.029
H 0.15116 6.76490 1.19683 0.006 -0.003 -0.001
H 1.64695 5.81831 1.18698 0.002 -0.003 -0.021
H 0.54868 5.81402 -2.39475 0.003 -0.018 0.004
H 1.90497 6.16328 -1.31253 0.000 0.005 0.011
H 0.45856 7.18695 -1.27834 -0.005 -0.003 -0.009
C -2.78337 -0.74097 -2.33451 0.002 -0.018 -0.089
C -2.99003 0.20060 -1.17604 -0.015 0.092 0.127
O -1.79929 0.97174 -0.97503 0.007 -0.128 -0.042
H -3.65620 -1.38507 -2.45617 -0.016 0.029 -0.003
H -1.92041 -1.37717 -2.13966 -0.005 -0.010 0.032
H -2.62907 -0.19248 -3.26560 0.010 0.000 0.023
H -3.21628 -0.36109 -0.26798 0.021 -0.037 -0.007
H -3.82025 0.88575 -1.38468 -0.021 -0.022 0.027
H -1.85060 1.40221 -0.11126 0.101 0.191 -0.034
C 0.31496 -4.22304 -5.18046 0.016 -0.003 -0.007
C -0.06812 -4.27470 -3.70617 -0.012 0.008 0.022
C 0.66750 -3.18640 -2.90530 0.020 0.046 -0.004
C 0.99389 -1.95506 -3.78309 0.006 -0.128 -0.092
C -0.14756 -1.74751 -4.78328 -0.001 -0.010 0.012
C -0.14559 -2.89658 -5.80565 -0.010 0.005 0.002
P 1.38746 -0.51546 -2.70961 -0.014 -0.055 0.259
C 1.23544 1.05903 -3.64982 -0.019 0.085 -0.092
C 1.95368 1.15140 -5.01431 0.007 0.008 0.028
C 1.35366 2.26418 -5.88593 0.002 -0.008 -0.019
C 0.96775 3.46596 -5.03059 -0.004 0.004 0.026
C -0.16007 3.09185 -4.04829 0.010 0.016 0.008
C -0.19940 1.58541 -3.76402 0.000 -0.004 0.013
C 3.21358 -0.60877 -2.41864 0.057 -0.039 -0.012
C 3.53901 -1.50639 -1.21619 -0.011 -0.038 -0.019
C 5.04796 -1.66543 -1.07464 -0.014 -0.038 0.026
C 5.63987 -2.42721 -2.27697 0.001 -0.003 -0.005
C 4.71126 -2.36900 -3.49313 0.003 0.011 -0.036
C 4.09479 -0.98032 -3.64092 0.042 0.033 0.055
H -0.11440 -5.06434 -5.72701 0.002 -0.005 0.003
H 1.40135 -4.32320 -5.26819 0.000 0.000 0.000
H 0.15180 -5.25411 -3.27898 -0.012 -0.002 -0.001
H -1.14979 -4.13543 -3.61455 0.001 0.005 -0.008
H 1.58935 -3.58975 -2.48110 0.014 -0.019 -0.032
H 0.06052 -2.88280 -2.04841 0.016 -0.001 0.012
H 1.89723 -2.16664 -4.36494 -0.015 0.012 -0.012
H -0.06790 -0.79404 -5.30415 0.013 -0.013 -0.010
H -1.09476 -1.72933 -4.24082 0.002 0.023 -0.005
H 0.50606 -2.63615 -6.64399 0.002 -0.014 -0.003
H -1.15159 -3.00986 -6.21709 0.001 0.004 -0.002
H 1.73403 1.73823 -2.94696 -0.005 0.009 -0.004
H 1.90721 0.20330 -5.55636 -0.016 -0.008 0.003
H 3.01284 1.36180 -4.84857 0.012 -0.024 0.004
H 0.46439 1.89425 -6.40543 0.004 -0.001 -0.003
H 2.06834 2.54570 -6.66190 -0.003 0.006 0.000
H 0.66439 4.30502 -5.65921 0.008 0.006 0.002
H 1.85065 3.80095 -4.47604 0.002 -0.010 0.000
H -1.12770 3.41402 -4.44179 -0.002 -0.015 -0.012
H -0.01129 3.61175 -3.09894 -0.005 0.000 -0.019
H -0.73035 1.06187 -4.56318 -0.001 0.007 0.005
H -0.75216 1.40748 -2.84442 0.017 -0.013 -0.011
H 3.45193 0.41605 -2.10859 -0.017 0.020 -0.041
H 3.07451 -2.48993 -1.31668 -0.001 0.000 -0.005
H 3.11258 -1.08708 -0.30650 0.014 0.042 -0.020
H 5.27601 -2.18591 -0.14344 0.022 0.020 0.003
H 5.50040 -0.67148 -0.99394 -0.011 0.010 -0.013
H 5.82721 -3.46856 -2.00734 -0.014 -0.004 -0.011
H 6.60798 -1.99897 -2.54887 0.010 -0.005 0.020
H 3.91359 -3.11213 -3.39700 -0.001 0.005 0.019
H 5.26247 -2.62853 -4.39969 -0.003 -0.008 -0.001
H 3.54143 -0.92142 -4.57623 -0.025 0.019 -0.009
H 4.90247 -0.24633 -3.73000 0.011 -0.016 0.006
```
Forces are in eV/Å.

---

Entry from the OMol25 dataset: a structure of composition C34H74AsOS4Si3Tl (ωB97M-V with the def2-TZVPD basis set).

ΔE to the lowest compared entry with this formula, charge and spin, eV: 0.426
LUMO, Ha: 0.0125
Orbital gap, eV: 7.224
Multiplicity: 1

XYZ file:
```
118
Properties=species:S:1:pos:R:3:forces:R:3
Tl -0.64936 1.24497 -0.21220 -0.104 0.023 -0.024
C 1.44458 3.08920 -0.21547 -0.005 -0.012 -0.007
C 0.76172 3.30118 1.01592 0.023 -0.076 0.010
C -0.51474 3.87213 0.68118 0.030 0.087 0.009
C -0.56382 3.95438 -0.74021 -0.009 -0.029 0.049
C 0.64203 3.48922 -1.29521 0.019 0.022 -0.009
C 1.04141 3.57098 -2.75327 -0.017 -0.014 0.001
C 2.16958 2.58573 -3.06263 0.001 0.012 -0.012
C 1.54508 4.99177 -3.05201 -0.005 0.002 0.014
C -0.15864 3.28001 -3.66056 -0.005 -0.005 0.004
C -1.61311 4.50613 1.54176 -0.023 -0.044 0.030
C -2.36181 3.49005 2.41603 0.009 -0.015 -0.021
C -2.68939 5.14558 0.65080 0.012 -0.007 0.010
C -1.03219 5.64262 2.39464 0.011 0.017 0.003
C 1.51281 3.03574 2.32853 0.024 0.029 -0.002
C 2.42107 4.23956 2.63358 -0.010 0.002 -0.011
C 2.41192 1.79784 2.17320 -0.010 -0.002 0.012
C 0.65129 2.73652 3.55771 0.016 -0.008 0.012
H 2.44467 2.69434 -0.30640 0.014 0.011 -0.009
H -1.38753 4.35447 -1.30944 0.000 0.016 0.007
H 3.06512 2.81893 -2.48382 0.008 0.001 -0.005
H 2.43747 2.62978 -4.12181 -0.008 -0.004 0.001
H 1.87916 1.56265 -2.81883 0.004 -0.007 0.003
H 2.40843 5.23016 -2.42792 -0.002 0.001 -0.002
H 0.76496 5.72494 -2.84024 0.002 0.002 -0.003
H 1.83701 5.08933 -4.10184 0.002 0.001 0.000
H -0.61730 2.31471 -3.43230 0.013 -0.011 -0.008
H 0.14658 3.28867 -4.71125 -0.003 0.001 0.000
H -0.93387 4.03824 -3.53656 0.001 -0.001 -0.005
H -2.88221 2.78868 1.76301 -0.021 -0.010 0.006
H -3.10703 3.99934 3.03559 -0.008 0.002 -0.009
H -1.71273 2.91480 3.06703 -0.023 0.025 0.004
H -3.17090 4.40481 0.00954 0.002 -0.001 0.001
H -2.27377 5.93575 0.02414 -0.004 0.005 -0.005
H -3.46178 5.58683 1.28520 0.004 0.005 -0.003
H -0.28866 5.29909 3.10939 -0.014 0.007 -0.015
H -1.83015 6.13988 2.95347 0.002 0.001 -0.001
H -0.55310 6.38272 1.75010 -0.001 0.002 0.004
H 3.11239 4.40876 1.80615 0.002 0.000 0.004
H 3.00309 4.06573 3.54346 0.000 -0.003 -0.001
H 1.83864 5.15122 2.76786 0.000 0.002 0.003
H 3.15718 1.90564 1.38664 0.005 0.017 -0.001
H 1.80121 0.91823 1.94871 0.001 -0.005 -0.013
H 2.94774 1.60993 3.10773 -0.007 -0.004 0.004
H 0.01708 3.56623 3.85594 0.016 -0.018 -0.006
H 1.31045 2.51595 4.40160 -0.004 -0.004 0.003
H 0.02305 1.85764 3.39172 0.004 0.003 -0.001
C -4.74393 0.17866 -1.22645 0.017 -0.011 0.030
C -4.46957 -1.31758 -1.09545 -0.021 -0.098 0.012
S -2.84773 -1.82962 -0.45096 0.033 0.190 -0.058
C -3.27500 -2.55124 1.15990 0.037 -0.040 0.008
C -2.54399 -1.96151 2.36732 -0.028 0.049 -0.002
S -2.43968 -0.17035 2.56342 -0.042 -0.030 0.005
C -4.15636 0.34071 2.81324 0.038 -0.021 -0.031
C -5.06377 0.34867 1.58049 0.046 -0.016 -0.007
S -4.33786 1.23831 0.17707 -0.012 0.000 -0.028
H -5.79412 0.30573 -1.50034 0.005 0.008 -0.005
H -4.13147 0.58071 -2.03251 -0.009 0.006 0.007
H -4.55539 -1.75082 -2.09345 -0.006 0.019 -0.009
H -5.22927 -1.81015 -0.48766 -0.003 -0.002 -0.012
H -3.02293 -3.61390 1.11913 -0.021 -0.010 0.018
H -4.35427 -2.49553 1.28966 0.000 0.022 0.000
H -1.49462 -2.25560 2.32666 0.003 0.015 -0.019
H -2.96333 -2.40083 3.27720 0.022 -0.013 0.003
H -4.07149 1.34958 3.21872 0.000 0.008 0.007
H -4.60404 -0.27957 3.59344 -0.007 0.002 0.001
H -6.01721 0.80498 1.85211 -0.002 0.003 0.011
H -5.27195 -0.66943 1.26425 -0.022 0.005 -0.005
C -1.47525 -0.89397 -5.48274 -0.025 0.020 0.004
S -1.53519 -1.10320 -3.69870 -0.002 0.008 -0.070
C 0.20068 -0.77041 -3.40662 -0.010 0.003 0.002
O -2.27003 0.08857 -3.17594 -0.006 -0.087 0.035
H -1.05458 0.08578 -5.70892 0.001 -0.001 -0.002
H -2.49974 -0.95208 -5.84488 0.003 -0.006 -0.005
H -0.87903 -1.69244 -5.92441 0.002 0.005 0.000
H 0.81775 -1.41761 -4.02839 0.003 0.002 0.015
H 0.40379 -0.96009 -2.35230 0.008 0.015 0.002
H 0.36652 0.27818 -3.65038 0.040 -0.003 0.002
C 1.77015 -6.16642 -0.81964 0.020 0.010 0.036
Si 0.89847 -4.61742 -1.41690 -0.042 -0.031 0.034
C -0.92192 -5.00518 -1.62881 -0.012 0.011 -0.016
C 1.55857 -4.14431 -3.11295 -0.017 0.010 -0.017
As 1.06171 -2.75821 0.02582 -0.007 -0.009 0.093
Si 1.16553 -3.80434 2.13547 0.013 -0.014 0.032
C 1.11604 -2.43625 3.42342 0.008 0.004 -0.008
C 2.69709 -4.84159 2.45773 0.010 -0.010 -0.014
C -0.32358 -4.94342 2.33408 -0.007 -0.006 -0.021
Si 3.33538 -2.16593 -0.20414 0.025 0.008 -0.076
C 3.38109 -0.83282 -1.52215 -0.002 0.006 0.021
C 3.98328 -1.42356 1.38807 -0.018 -0.002 0.018
C 4.46455 -3.58226 -0.69787 -0.008 0.002 -0.007
H 1.65421 -6.95943 -1.56366 -0.008 0.006 -0.011
H 1.33197 -6.52354 0.11475 0.011 -0.010 -0.001
H 2.83669 -6.00610 -0.65774 -0.005 -0.008 -0.001
H -1.05385 -5.75717 -2.41253 0.005 -0.001 0.004
H -1.47427 -4.10694 -1.91352 -0.012 -0.007 -0.005
H -1.37950 -5.39412 -0.71715 0.014 0.003 0.003
H 1.78170 -5.04596 -3.68923 -0.006 -0.004 0.004
H 2.46090 -3.53316 -3.08205 0.003 0.002 -0.002
H 0.78865 -3.59105 -3.65370 0.013 -0.006 -0.014
H 2.12372 -2.06855 3.62594 -0.001 0.016 -0.004
H 0.70283 -2.80954 4.36432 0.013 -0.009 0.006
H 0.51480 -1.58090 3.10788 -0.007 -0.007 0.009
H 3.62065 -4.27852 2.32168 -0.010 -0.012 0.003
H 2.73737 -5.72062 1.81426 0.005 -0.004 -0.006
H 2.67028 -5.18739 3.49564 -0.004 0.000 -0.001
H -1.17759 -4.42731 2.77492 -0.008 0.012 -0.020
H -0.06284 -5.77178 2.99790 -0.003 0.011 0.015
H -0.64628 -5.37087 1.38348 0.015 -0.021 0.020
H 2.73008 -0.00197 -1.23489 0.009 0.001 0.004
H 3.04820 -1.19772 -2.49641 -0.002 -0.009 0.005
H 4.39444 -0.43901 -1.63903 -0.001 -0.005 -0.009
H 3.30647 -0.66455 1.77913 0.016 0.013 0.001
H 4.94345 -0.94070 1.18478 0.001 0.001 0.001
H 4.14621 -2.16888 2.16725 -0.001 0.004 -0.010
H 4.16182 -4.04525 -1.63819 0.010 -0.011 0.002
H 4.49006 -4.35817 0.06913 0.002 0.001 -0.003
H 5.48283 -3.20415 -0.82635 -0.001 0.005 0.004
```
Forces are in eV/Å.

---

Number 1: calculated total energy -4852.20036 hartree. Number 2: calculated total energy -6284.72273 hartree.